This record from OMol25 describes the ion C5H10N with charge +1 at a distorted geometry. The level of theory is ωB97M-V/def2-TZVPD.

For the orbital gap (alpha / beta), the calculation gives 4.92 / 5.57 eV. As for the energy above the lowest of the compared OMol25 structures with the same formula, charge and spin: 64.33 kcal/mol. For the max |F|, the calculation gives 7.29 eV/Å. Its expectation value of S² is 2.01.

Geometry as ORCA input:
```
! RIJCOSX wB97M-V def2-TZVPD def2/J DEFGRID3
* xyz 1 3
C -0.27 0.19 -0.21
C 1.03 0.95 -0.12
C -1.46 0.38 0.36
C -2.71 -0.42 -0.05
C 2.67 -0.94 0.24
N 2.36 0.28 -0.05
H 3.31 0.88 -0.05
H -0.33 -0.53 -1.00
H 1.23 1.59 -0.99
H 0.78 1.69 0.57
H -2.38 -1.04 -0.99
H -3.42 0.37 -0.38
H -3.03 -1.10 0.70
H -1.69 1.12 0.99
H 1.95 -1.59 0.41
H 3.62 -1.38 0.11
*
```